C26H42BrN3OP2Sr as an isolated structure at a distorted geometry, computed with wB97M-V/def2-TZVPD.

The geometry in XYZ format:
```
76
C26H42BrN3OP2Sr (wB97M-V/def2-TZVPD)
C -4.14 -4.15 -5.78
C -2.84 -3.74 -5.43
C -1.80 -3.98 -6.35
C -2.10 -4.60 -7.56
N -3.34 -4.99 -7.88
C -4.33 -4.77 -7.02
C -2.58 -3.11 -4.17
C -2.37 -2.57 -3.09
C -2.10 -1.90 -1.86
C -2.95 -0.88 -1.41
C -2.63 -0.15 -0.24
C -1.41 -0.41 0.35
C -0.63 -1.51 0.05
C -0.96 -2.25 -1.11
Sr -0.79 -0.22 2.83
P -0.67 2.25 1.22
H -0.77 -3.67 -6.12
H -4.98 -3.99 -5.10
H -1.31 -4.79 -8.29
H -5.33 -5.10 -7.31
H -0.34 -3.08 -1.44
H -3.85 -0.65 -1.98
H 0.26 -1.83 0.64
H -3.33 0.61 0.12
C 0.10 3.42 2.45
C 0.90 4.54 1.79
H 0.73 2.80 3.13
H -0.69 3.84 3.09
H 1.28 5.24 2.55
H 1.77 4.17 1.23
H 0.29 5.13 1.10
C 0.46 2.24 -0.24
C -0.08 2.77 -1.57
H 0.69 1.16 -0.36
H 1.43 2.71 -0.01
H 0.64 2.53 -2.37
H -1.03 2.30 -1.84
H -0.21 3.86 -1.57
C -2.17 3.16 0.66
C -2.06 4.68 0.52
H -2.96 2.92 1.40
H -2.51 2.73 -0.30
H -3.00 5.10 0.16
H -1.85 5.16 1.49
H -1.28 4.98 -0.19
Br 1.05 0.59 4.88
P 4.44 -1.00 0.71
C 3.84 0.70 0.29
C 4.94 1.73 0.55
H 2.94 0.91 0.89
H 3.55 0.69 -0.77
H 4.71 2.67 0.04
H 5.03 1.96 1.62
H 5.91 1.38 0.19
C 3.56 -1.32 2.31
C 4.35 -2.32 3.15
H 2.56 -1.71 2.07
H 3.43 -0.37 2.84
H 4.04 -2.27 4.20
H 4.19 -3.35 2.80
H 5.43 -2.12 3.11
C 3.46 -2.03 -0.48
C 4.29 -2.37 -1.72
H 2.54 -1.49 -0.75
H 3.18 -2.95 0.06
H 3.85 -3.21 -2.25
H 4.34 -1.53 -2.42
H 5.32 -2.65 -1.45
N -3.92 1.45 5.46
C -3.14 0.36 5.27
N -2.92 -0.42 6.37
O -2.72 0.03 4.13
H -4.13 1.77 6.40
H -4.02 2.08 4.68
H -2.17 -1.09 6.29
H -3.13 -0.05 7.28
```

The total energy comes out at -123600.662 eV. As for the total charge: +2. The value obtained for the HOMO energy (spin up / spin down) is -12.5 / -12.5 eV. The calculation puts the HOMO-LUMO gap (spin up / spin down) at 3.362 / 2.142 eV. For the energy above the lowest of the compared OMol25 structures with the same formula, charge and spin, the calculation gives 88.1 kcal/mol.


C26H42BrN3P2SZn as an isolated structure at a distorted geometry, computed with wB97M-V/def2-TZVPD.

The geometry in XYZ format:
```
76
C26H42BrN3P2SZn (wB97M-V/def2-TZVPD)
C 1.98 4.06 -0.13
C 0.98 3.35 -0.84
C 1.06 3.26 -2.25
C 2.25 3.68 -2.85
N 3.27 4.20 -2.15
C 3.12 4.44 -0.84
C -0.03 2.70 -0.11
C -0.69 1.86 0.59
C -2.03 2.03 1.14
C -2.59 1.03 1.94
C -3.96 1.02 2.22
C -4.73 2.08 1.76
C -4.17 3.16 1.07
C -2.82 3.13 0.77
Zn -0.25 -0.26 1.04
P 1.94 -0.43 0.09
H 0.24 2.84 -2.84
H 1.88 4.25 0.93
H 2.38 3.57 -3.93
H 3.94 4.94 -0.31
H -2.33 3.93 0.19
H -1.95 0.22 2.33
H -4.78 4.01 0.77
H -4.43 0.21 2.76
C 2.47 -2.18 0.44
C 3.68 -2.72 -0.33
H 1.59 -2.81 0.22
H 2.65 -2.25 1.52
H 3.82 -3.77 -0.04
H 3.53 -2.70 -1.42
H 4.60 -2.18 -0.09
C 2.19 -0.17 -1.72
C 3.59 0.24 -2.14
H 1.46 0.61 -2.00
H 1.89 -1.09 -2.23
H 3.63 0.30 -3.24
H 3.88 1.23 -1.76
H 4.36 -0.48 -1.84
C 3.09 0.74 0.92
C 4.52 0.23 1.13
H 2.63 0.99 1.88
H 3.09 1.66 0.31
H 5.07 0.95 1.74
H 4.54 -0.74 1.65
H 5.07 0.12 0.18
Br -6.60 2.01 2.07
P -1.54 -1.52 -0.66
C -0.50 -2.44 -1.87
C -1.13 -3.68 -2.49
H 0.43 -2.71 -1.35
H -0.23 -1.71 -2.65
H -0.39 -4.17 -3.13
H -1.44 -4.41 -1.72
H -2.00 -3.46 -3.11
C -2.63 -2.77 0.14
C -3.95 -3.11 -0.56
H -2.85 -2.36 1.15
H -2.01 -3.67 0.29
H -4.54 -3.76 0.10
H -4.55 -2.21 -0.75
H -3.81 -3.64 -1.51
C -2.59 -0.40 -1.65
C -3.03 -0.94 -3.01
H -2.00 0.52 -1.78
H -3.45 -0.13 -1.02
H -3.65 -0.18 -3.51
H -2.18 -1.16 -3.67
H -3.64 -1.85 -2.94
N -0.34 0.95 4.64
C 0.03 -0.34 4.52
N -0.19 -1.14 5.57
S 0.79 -0.95 3.10
H -0.85 1.27 5.46
H -0.04 1.63 3.95
H 0.09 -2.11 5.53
H -0.81 -0.85 6.33
```

The total energy comes out at -179973.637 eV. As for the total charge: +2. The value obtained for the HOMO energy is -13.8 eV. The calculation puts the HOMO-LUMO gap at 6.776 eV. For the energy above the lowest of the compared OMol25 structures with the same formula, charge and spin, the calculation gives 0.0 kcal/mol.


A 3-piece molecular cluster, C26H42Cl2FIN7O3 overall at a distorted geometry, computed with wB97M-V/def2-TZVPD.

The geometry in XYZ format:
```
82
C26H42Cl2FIN7O3 (wB97M-V/def2-TZVPD)
C 5.74 1.30 -0.70
C 4.93 0.90 0.53
C 3.42 0.75 0.30
I 2.64 -0.17 2.07
N 3.07 0.04 -0.96
C 2.22 -1.08 -0.91
N 2.61 -2.31 -0.89
C 4.04 -2.64 -0.79
C 4.76 -2.57 -2.13
C 6.20 -2.15 -2.10
N 4.24 -2.87 -3.25
C 1.67 -3.43 -1.03
C 1.12 -4.01 0.31
C -0.40 -4.03 0.29
O 1.67 -3.30 1.40
N 0.91 -0.70 -0.99
C 0.88 0.72 -1.36
C -0.30 1.04 -2.25
C -1.38 0.17 -2.37
C -2.45 0.50 -3.20
N -2.54 1.62 -3.90
C -1.51 2.46 -3.76
C -0.39 2.22 -2.99
C 2.30 0.85 -1.97
F 2.24 0.04 -3.09
C 2.90 2.18 -2.28
Cl 2.36 3.51 -1.32
C 3.85 2.35 -3.20
C 4.41 1.26 -4.07
Cl 4.52 3.90 -3.46
H 5.49 2.30 -1.03
H 5.61 0.57 -1.50
H 6.79 1.30 -0.43
H 5.32 -0.01 0.97
H 5.04 1.68 1.29
H 3.00 1.74 0.28
H 4.51 -1.94 -0.10
H 4.10 -3.63 -0.34
H 6.85 -3.02 -2.03
H 6.42 -1.48 -1.27
H 6.41 -1.65 -3.04
H 3.27 -3.15 -3.15
H 2.22 -4.22 -1.54
H 0.85 -3.16 -1.69
H 1.47 -5.05 0.37
H -0.81 -4.25 1.27
H -0.80 -3.08 -0.08
H -0.73 -4.79 -0.41
H 0.97 -3.16 2.04
H 0.45 -1.32 -1.66
H 0.77 1.34 -0.47
H -1.42 -0.75 -1.81
H -3.27 -0.20 -3.29
H -1.58 3.39 -4.31
H 0.39 2.96 -2.97
H 5.29 1.61 -4.59
H 3.67 0.98 -4.81
H 4.64 0.37 -3.49
C -4.48 -0.18 2.71
O -4.07 -1.23 3.18
N -3.84 0.51 1.75
C -4.37 1.75 1.21
C -2.59 -0.02 1.26
H -5.43 0.29 3.03
H -4.54 1.66 0.14
H -3.66 2.57 1.38
H -5.31 1.99 1.70
H -2.76 -1.02 0.84
H -1.87 -0.11 2.08
H -2.17 0.63 0.49
C -7.54 2.38 4.11
O -7.33 1.62 3.19
N -7.79 2.00 5.37
C -8.04 2.95 6.44
C -7.81 0.58 5.67
H -7.55 3.48 3.98
H -7.29 2.84 7.23
H -9.03 2.79 6.86
H -7.99 3.97 6.04
H -6.85 0.12 5.44
H -8.57 0.08 5.08
H -8.03 0.44 6.73
```

The total energy comes out at -80072.697 eV. As for the total charge: +1. The value obtained for the HOMO energy is -10.8 eV. The calculation puts the HOMO-LUMO gap at 7.769 eV.